No. 1
Formula: C4H14NO2
Source: the Open Molecules 2025 dataset
Level of theory: ωB97M-V/def2-TZVPD

Output
* relative energy (zero: lowest compared OMol25 entry of this formula, charge and spin): 66.62 kJ/mol
* molecular weight: 108.16 u
* E_tot: -9954.0706 eV
* HOMO: -14.8 eV
* LUMO: -3.110 eV
* HOMO-LUMO gap: 11.730 eV

The geometry in ORCA input format:
```
! RIJCOSX wB97M-V def2-TZVPD def2/J DEFGRID3
* xyz 1 1
C 0.73846 1.14693 -0.77018
O 0.11434 2.42983 -0.81659
C -0.33340 0.10147 -0.74116
C 0.22921 -1.30790 -0.79443
C -0.86773 -2.38162 -0.75954
N -1.03932 0.36465 0.61251
H 1.49393 1.08369 -1.55630
H 1.37160 1.08508 0.12711
H 0.67260 3.10395 -0.41122
H -1.12365 0.27317 -1.47008
H 0.85043 -1.35552 -1.68802
H 0.86998 -1.42472 0.07632
H -0.49748 -3.35610 -1.04958
H -1.26668 -2.43792 0.25994
H -1.74042 -2.05347 -1.32879
H -0.38746 0.22188 1.39868
H -1.90645 -0.12504 0.80605
H -1.25341 1.36848 0.57456
H 1.33958 -1.11798 2.96269
H 1.33478 0.44466 2.95333
O 1.00427 -0.34720 2.51719
*
```



No. 2
Formula: C25H24Cl5CrFN3O4Te
Source: the Open Molecules 2025 dataset
Level of theory: ωB97M-V/def2-TZVPD

Output
* molecular weight: 806.34 u
* E_tot: -140013.3218 eV
* HOMO (alpha / beta): -8.1 / -8.7 eV
* LUMO (alpha / beta): -3.518 / -3.518 eV
* HOMO-LUMO gap (alpha / beta): 4.602 / 5.178 eV

The geometry in ORCA input format:
```
! RIJCOSX wB97M-V def2-TZVPD def2/J DEFGRID3
* xyz 1 5
Cr 2.95198 1.76652 0.20659
Cl 3.81787 6.21898 5.72335
C 3.98306 5.03206 4.49363
C 2.88788 4.67445 3.71675
Cl 1.37376 5.46158 3.90233
C 3.03135 3.67600 2.77200
Cl 1.78350 3.26329 1.64864
C 4.22849 2.96623 2.56548
O 4.27755 1.98721 1.70651
C 5.35313 3.43095 3.29193
Cl 6.88644 2.77775 2.89390
C 5.22227 4.43146 4.24495
Cl 6.60170 4.94960 5.11954
F -3.41695 1.21749 1.28187
C -2.68238 0.44292 0.45695
C -1.41406 0.84175 0.13560
C -0.63596 0.05249 -0.71603
C 0.75184 0.37202 -0.94254
O 1.23639 1.43482 -0.46054
C 1.51501 -0.57342 -1.67080
C 0.87538 -1.59185 -2.31170
N -0.44756 -1.84313 -2.18804
C -1.11823 -2.79117 -3.04633
C -1.43442 -4.17663 -2.54711
C -0.40075 -3.97218 -3.61189
C -1.20174 -1.10647 -1.28656
C -2.48725 -1.49795 -0.91544
C -3.23159 -0.74913 -0.01433
N -4.49825 -1.24723 0.40504
C -4.88922 -1.02546 1.78807
C -5.94177 -2.06228 2.15493
N -7.11450 -1.88093 1.23650
C -6.69843 -2.05417 -0.19364
C -5.61088 -1.03513 -0.50604
C 3.01965 -0.49996 -1.76611
O 3.59581 -1.23992 -2.54521
O 3.59022 0.34368 -0.98410
H -1.00941 1.76170 0.53476
H 1.44607 -2.23556 -2.96608
H -1.86224 -2.30847 -3.66975
H -2.38250 -4.61874 -2.82236
H -1.08797 -4.43803 -1.55585
H -0.64164 -4.25670 -4.62524
H 0.63341 -4.13207 -3.34328
H -2.90592 -2.42303 -1.28422
H -5.29114 -0.01774 1.96714
H -4.02327 -1.15436 2.43478
H -6.27036 -1.95489 3.18687
H -5.54804 -3.06472 1.99877
H -7.47211 -0.92973 1.35663
H -7.86482 -2.52954 1.47451
H -7.56423 -1.93386 -0.84206
H -6.29942 -3.06088 -0.30132
H -6.02356 -0.01527 -0.42492
H -5.26835 -1.17714 -1.52915
C 5.86052 2.08173 -2.85423
Te 5.65216 2.55202 -0.76560
C 6.51097 0.69094 -0.17093
H 5.03681 1.44949 -3.17709
H 6.79441 1.54454 -3.00496
H 5.87667 3.00349 -3.43169
H 7.59012 0.75176 -0.28877
H 6.09467 -0.08844 -0.80346
H 6.25980 0.50926 0.86939
*
```



No. 3
Formula: C2H8IN2
Source: the Open Molecules 2025 dataset
Level of theory: ωB97M-V/def2-TZVPD

Output
* relative energy (zero: lowest compared OMol25 entry of this formula, charge and spin): 28.21 kJ/mol
* molecular weight: 187.00 u
* E_tot: -13277.8548 eV
* HOMO: -14.2 eV
* LUMO: -3.989 eV
* HOMO-LUMO gap: 10.218 eV

The geometry in ORCA input format:
```
! RIJCOSX wB97M-V def2-TZVPD def2/J DEFGRID3
* xyz 1 1
C 0.26174 0.84802 1.11984
C -0.41281 0.36846 -0.11318
N -0.04747 0.87337 -1.27581
N 0.21509 -1.52312 -0.15344
I -2.51294 -0.05307 0.07527
H 0.05091 0.21771 1.97898
H -0.13129 1.84214 1.34757
H 1.33710 0.93336 0.98085
H -0.59043 0.73912 -2.11672
H 0.85758 1.31166 -1.38209
H -0.23189 -2.02892 -0.91485
H 1.22640 -1.55707 -0.27418
H -0.02200 -1.97166 0.72776
*
```



No. 4
Formula: C5H8N2O
Source: the Open Molecules 2025 dataset
Level of theory: ωB97M-V/def2-TZVPD

Output
* relative energy (zero: lowest compared OMol25 entry of this formula, charge and spin): 933.98 kJ/mol
* molecular weight: 112.13 u
* E_tot: -10333.0460 eV
* HOMO: -9.1 eV
* LUMO: 0.378 eV
* HOMO-LUMO gap: 9.513 eV

The geometry in ORCA input format:
```
! RIJCOSX wB97M-V def2-TZVPD def2/J DEFGRID3
* xyz 0 1
C 0.32465 0.00026 0.70229
C -0.61018 0.95592 1.46438
C -1.34987 1.43044 0.44966
C 0.23274 -0.83007 -1.54955
C 1.41972 -1.31548 -0.64266
H 0.67241 0.72521 0.07117
H -0.52463 -0.68073 0.44313
H 0.08132 1.65436 1.88005
H -1.03710 0.63784 2.41273
H -2.06845 2.31010 0.78284
H 0.00107 -1.82979 -2.42943
H 2.40523 -1.27502 -1.10792
H 1.06266 -2.42436 -0.79423
N -1.35075 1.28868 -0.87348
N -0.81609 0.02795 -1.57303
O 1.55727 -0.67532 0.76403
*
```